[1]
Computed, not measured: C55H53FN4O3P2Re as an isolated structure at a distorted geometry, with wB97M-V/def2-TZVPD.

Each line ends with the Löwdin spin population.
Cartesian coordinates (Å):
Re1 0.16662 -0.13710 0.17533  0.9685
C1 -0.52778 -0.92498 -2.93409  0.0007
N1 -1.32543 -0.69417 -1.69465  0.0016
C2 -2.25484 -1.85652 -1.58080  0.0005
C3 -2.08983 0.55418 -1.79417  -0.0032
C4 -2.76276 0.92586 -2.94432  0.0005
C5 -3.41914 2.14989 -2.99808  -0.0039
C6 -3.37934 3.00898 -1.90543  0.0015
C7 -2.73711 2.62169 -0.74113  -0.0037
C8 -2.13136 1.37450 -0.67892  0.0054
N2 -1.47787 0.84355 0.48191  -0.0697
C9 -2.05662 0.78459 1.77853  0.0079
C10 -3.07456 1.58994 2.26517  -0.0119
C11 -3.42016 1.50227 3.60650  0.0033
C12 -2.76572 0.61344 4.45137  -0.0149
C13 -1.80872 -0.26263 3.93812  0.0026
C14 -1.49464 -0.18850 2.60138  -0.0074
N3 -0.67822 -1.18156 1.91066  -0.0055
C15 -1.57690 -2.32253 1.52233  -0.0023
C16 0.40145 -1.76936 2.76468  0.0039
H1 -1.17952 -1.27142 -3.73654  0.0002
H2 -0.04901 -0.01280 -3.24834  0.0001
H3 0.21378 -1.69870 -2.74472  -0.0001
H4 -2.77355 -2.00558 -2.52719  0.0002
H5 -1.69610 -2.75933 -1.34140  0.0000
H6 -2.99855 -1.66318 -0.82240  0.0000
H7 -2.76808 0.27312 -3.81018  0.0000
H8 -3.94365 2.43878 -3.90066  -0.0002
H9 -3.84832 3.98686 -1.95896  0.0001
H10 -2.65355 3.30800 0.09429  -0.0001
H11 -3.58705 2.29668 1.62290  -0.0006
H12 -4.20325 2.14238 3.99334  0.0005
H13 -3.02328 0.56851 5.50565  -0.0008
H14 -1.34822 -1.00408 4.58159  0.0004
H15 -1.88242 -2.86029 2.42084  -0.0004
H16 -2.45759 -1.93817 1.03470  0.0000
H17 -1.03033 -2.99614 0.86367  -0.0002
H18 -0.02997 -2.42394 3.52166  0.0006
H19 1.06081 -2.35475 2.12978  0.0000
H20 0.97883 -0.99744 3.24440  0.0003
C17 6.48329 -0.25945 -4.25079  0.0000
C18 5.16135 -0.62241 -4.91552  0.0000
C19 4.95608 0.00656 -6.28172  0.0000
C20 4.85359 1.52181 -6.17185  0.0000
C21 3.77795 1.90776 -5.18350  -0.0001
C22 3.12904 3.11385 -5.27408  -0.0002
C23 2.12694 3.44897 -4.36558  -0.0001
F1 1.52199 4.63181 -4.49869  0.0000
C24 1.74373 2.61275 -3.36881  0.0003
C25 2.39820 1.37718 -3.24373  -0.0007
C26 2.01445 0.46805 -2.19109  0.0016
O1 1.08605 0.86345 -1.38853  0.0214
C27 2.66267 -0.76472 -2.12666  0.0012
C28 3.64956 -1.04682 -3.05582  0.0004
N4 4.02142 -0.22389 -4.01702  -0.0011
C29 3.40257 1.02667 -4.14794  -0.0004
C30 2.42706 -1.80833 -1.10030  0.0109
O2 3.07993 -2.81220 -1.06882  0.0142
O3 1.47913 -1.55001 -0.16491  0.0830
H21 7.31223 -0.48781 -4.92211  0.0000
H22 6.62439 -0.83337 -3.33101  0.0000
H23 6.52546 0.80314 -3.99590  0.0000
H24 5.09497 -1.69901 -5.01175  0.0000
H25 4.04234 -0.39394 -6.72935  0.0000
H26 5.78646 -0.28222 -6.92243  0.0000
H27 4.63370 1.96494 -7.14060  0.0000
H28 5.80975 1.94189 -5.85101  0.0000
H29 3.37908 3.81308 -6.06735  0.0000
H30 0.93755 2.87895 -2.69634  0.0001
H31 4.16541 -1.99633 -2.99117  0.0000
C31 1.94525 1.51758 3.27350  -0.0039
P1 1.57202 1.43336 1.48610  -0.0023
C32 3.22511 1.69192 0.78503  0.0012
C33 3.76819 2.98015 0.72727  0.0000
C34 5.06299 3.16779 0.26613  0.0001
C35 5.83522 2.07314 -0.11657  -0.0001
C36 5.32040 0.79025 -0.00565  0.0000
C37 4.01942 0.60216 0.44622  -0.0002
C38 0.65708 3.00301 1.22729  0.0014
C39 -0.28417 3.43641 2.16581  0.0000
C40 -1.01180 4.60595 1.94971  0.0000
C41 -0.82216 5.34449 0.78754  0.0003
C42 0.09061 4.90560 -0.16541  0.0000
C43 0.82021 3.74132 0.05001  0.0005
P2 2.88422 0.17842 4.15991  -0.0001
C44 4.56677 0.27704 3.46257  0.0000
C45 5.34771 1.43774 3.47240  0.0000
C46 6.64982 1.41468 2.98795  0.0000
C47 7.19039 0.22332 2.50433  0.0000
C48 6.42736 -0.93616 2.49769  0.0000
C49 5.11617 -0.90605 2.97301  0.0000
C50 3.09217 1.07411 5.74333  -0.0001
C51 2.30040 2.13957 6.16173  -0.0001
C52 2.47156 2.70221 7.42837  0.0000
C53 3.43112 2.19933 8.28672  0.0000
C54 4.22541 1.13186 7.87987  0.0000
C55 4.05325 0.57089 6.62139  0.0000
H32 1.00103 1.60075 3.81247  0.0000
H33 2.46967 2.47434 3.35806  -0.0007
H34 3.18912 3.84089 1.04330  0.0000
H35 5.47436 4.16889 0.21941  0.0000
H36 6.85080 2.22296 -0.47292  0.0000
H37 5.93857 -0.07480 -0.24271  0.0000
H38 3.65008 -0.40464 0.59265  -0.0002
H39 -0.45590 2.88222 3.08409  0.0000
H40 -1.71940 4.94475 2.70291  0.0000
H41 -1.38402 6.26158 0.62505  0.0000
H42 0.24633 5.47877 -1.07523  0.0000
H43 1.54396 3.41901 -0.68787  0.0000
H44 4.94254 2.36020 3.88153  0.0000
H45 7.25439 2.31757 3.00771  0.0000
H46 8.21685 0.20090 2.14764  0.0000
H47 6.85324 -1.86810 2.13715  0.0000
H48 4.52024 -1.81638 2.98080  0.0000
H49 1.54473 2.56208 5.50841  0.0000
H50 1.85252 3.54015 7.73675  0.0000
H51 3.56191 2.63387 9.27279  0.0000
H52 4.98164 0.73213 8.54865  0.0000
H53 4.68005 -0.26345 6.31640  0.0000

Spin multiplicity: 2
Gap between HOMO and LUMO (spin up / spin down): 6.023 / 6.473 eV
HOMO level (spin up / spin down): -12.4 / -12.4 eV
ΔE to the lowest compared entry with this formula, charge and spin: 0.0000 eV
Total energy: -93413.7397 eV
Expectation value of S²: 0.80
Maximum force: 0.02433 Eh/bohr
Total charge: +2

[2]
Computed, not measured: C55H53N5O2Sb2TeY as an isolated structure at a distorted geometry, with wB97M-V/def2-TZVPD.

Each line ends with the Mulliken charge.
Cartesian coordinates (Å):
Y1 0.29582 -0.36793 0.11042  -0.0511
C1 1.02573 -2.60040 -3.63246  -1.7329
C2 0.33114 -1.41909 -4.24872  1.2802
C3 -0.44595 -1.58299 -5.38212  -0.9930
C4 -1.04964 -0.49629 -5.98906  -1.0140
C5 -0.83977 0.76863 -5.47868  -0.4667
C6 -0.04213 0.97650 -4.36046  0.9618
C7 0.31121 2.39219 -4.00425  -0.7742
C8 0.50834 -0.13553 -3.70831  -0.8663
N1 1.30643 -0.01873 -2.54433  1.7816
C9 2.60950 -0.04348 -2.82997  -0.0303
O1 3.12087 0.00212 -3.95363  -0.7543
C10 3.52517 -0.10049 -1.63589  0.0947
C11 4.88752 0.09381 -1.84576  -0.9523
C12 5.74505 0.05803 -0.76137  -0.6513
C13 5.21291 -0.24332 0.47707  -0.7751
C14 3.84807 -0.49176 0.58933  0.5497
N2 3.00947 -0.38561 -0.44106  0.3289
C15 3.32973 -1.03633 1.89031  -0.6694
O2 4.14324 -1.28298 2.78748  -0.7830
N3 2.02772 -1.29124 1.87992  1.6351
C16 1.52763 -1.96397 3.00587  -1.6419
C17 1.04121 -3.26597 2.82262  1.6867
C18 1.12184 -3.89136 1.46160  -0.9692
C19 0.53137 -3.96060 3.90584  -1.0719
C20 0.50948 -3.38559 5.16429  -0.8714
C21 0.99904 -2.10475 5.34293  -0.8516
C22 1.51064 -1.37865 4.27922  1.5876
C23 2.05844 -0.00105 4.48286  -1.6856
H1 0.67050 -3.53036 -4.07298  0.4482
H2 2.09939 -2.52075 -3.80831  0.3653
H3 0.87828 -2.64093 -2.54618  0.1039
H4 -0.57395 -2.57292 -5.79946  0.3522
H5 -1.65655 -0.63261 -6.87323  0.4029
H6 -1.27705 1.62738 -5.97044  0.3931
H7 -0.43063 3.07432 -4.41685  0.3448
H8 0.36126 2.55631 -2.93227  -0.4455
H9 1.28535 2.63418 -4.43237  0.4033
H10 5.22624 0.26071 -2.85742  0.5647
H11 6.80442 0.24030 -0.88416  0.4203
H12 5.81511 -0.32522 1.36805  0.5440
H13 0.58077 -3.27723 0.71999  -0.0419
H14 2.16223 -3.94186 1.13997  0.2894
H15 0.70084 -4.89378 1.46795  0.4385
H16 0.15767 -4.96621 3.76635  0.3680
H17 0.12192 -3.94303 6.00680  0.3908
H18 0.98686 -1.65964 6.32871  0.4102
H19 3.14306 -0.06161 4.57159  0.3624
H20 1.83689 0.62454 3.61940  0.1048
H21 1.65084 0.45726 5.38050  0.4733
C24 -2.28261 -1.08727 -2.42730  -0.2492
C25 -3.36835 -1.93135 -1.78324  -0.3194
C26 -3.13192 -1.99802 -0.28752  -1.0406
Sb1 -3.12622 0.13051 0.59766  1.9603
C27 -5.27276 -0.14618 0.55292  0.5688
C28 -5.95350 0.51762 -0.45085  0.1107
C29 -7.30907 0.32777 -0.64254  -1.4584
C30 -8.00463 -0.53597 0.18473  -0.5955
C31 -7.33350 -1.21207 1.18976  -0.6622
C32 -5.97381 -1.02371 1.36594  -0.5970
C33 -3.53931 1.83968 2.16799  0.3081
C34 -2.62478 2.87391 2.33843  0.2042
C35 -2.72373 3.75649 3.39935  -0.9367
C36 -3.72218 3.59326 4.34276  -0.8361
C37 -4.62787 2.55625 4.20271  -0.6361
C38 -4.54253 1.69614 3.12032  -0.5272
Sb2 -2.12282 1.16524 -1.80017  0.1094
C39 -2.51775 3.33576 -0.82263  0.2024
C40 -3.70121 3.86658 -0.31340  0.0571
C41 -3.75997 5.15795 0.18265  -0.5758
C42 -2.62584 5.95328 0.19256  -1.0381
C43 -1.43743 5.44929 -0.30273  -0.3022
C44 -1.39669 4.15951 -0.80518  -0.4359
C45 -3.78431 1.66335 -3.13788  1.6389
C46 -4.15038 2.98988 -3.31348  -0.6434
C47 -5.20757 3.34364 -4.13301  -0.6569
C48 -5.90515 2.37098 -4.82817  -0.6791
C49 -5.52253 1.04834 -4.69912  -0.8663
C50 -4.47610 0.70347 -3.86127  -0.5982
H22 -2.31533 -1.17729 -3.51530  0.5059
H23 -1.30185 -1.49514 -2.10824  -0.1997
H24 -3.36879 -2.94722 -2.21520  0.3669
H25 -4.36137 -1.50100 -1.97232  0.2211
H26 -2.16931 -2.50847 -0.09452  0.2383
H27 -3.92492 -2.57583 0.20341  0.5429
H28 -5.40862 1.18274 -1.10733  0.3730
H29 -7.81593 0.84800 -1.44378  0.4817
H30 -9.06553 -0.68793 0.04138  0.3747
H31 -7.87216 -1.89581 1.83245  0.4149
H32 -5.44395 -1.56655 2.14033  0.4499
H33 -1.82486 3.00296 1.61846  0.4504
H34 -2.01672 4.57068 3.48886  0.5441
H35 -3.78745 4.26332 5.18916  0.3696
H36 -5.40120 2.41275 4.94580  0.4066
H37 -5.26345 0.89264 3.02072  0.2817
H38 -4.60441 3.26513 -0.32052  0.0894
H39 -4.69549 5.54985 0.56219  0.4373
H40 -2.67103 6.96297 0.57930  0.3093
H41 -0.54483 6.06313 -0.30632  0.4281
H42 -0.46049 3.78336 -1.20787  0.0535
H43 -3.60753 3.76469 -2.79463  0.6313
H44 -5.49313 4.38412 -4.22648  0.4137
H45 -6.73191 2.64305 -5.47167  0.3601
H46 -6.04599 0.27681 -5.24934  0.4274
H47 -4.20463 -0.33531 -3.78932  0.2746
Te1 -1.43587 -0.84496 2.48948  -1.4656
N4 1.98722 2.46023 -1.13764  0.9178
C51 1.73256 2.85698 0.12096  0.3869
C52 2.25039 4.07495 0.60440  -1.3195
C53 1.91705 4.49075 1.86698  -0.7310
C54 1.08398 3.68658 2.64419  -1.4297
C55 0.63133 2.50254 2.10846  -0.8869
N5 0.93557 2.07910 0.87519  2.2612
H48 2.67415 2.94528 -1.68605  0.2906
H49 1.63573 1.57125 -1.50224  -0.9749
H50 2.89157 4.66072 -0.03644  0.4923
H51 2.29591 5.42792 2.24829  0.4152
H52 0.79706 3.97373 3.64199  0.5744
H53 -0.01854 1.84944 2.68540  0.7234

Spin multiplicity: 1
Gap between HOMO and LUMO: 6.373 eV
HOMO level: -4.3 eV
ΔE to the lowest compared entry with this formula, charge and spin: 1.8155 eV
Total energy: -90854.7881 eV
Maximum force: 0.04504 Eh/bohr
Total charge: -1